Formula: C33H29O7P2
Source: the OMol25 dataset
Level of theory: wB97M-V/def2-TZVPD

net charge = -1
LUMO = 0.528 eV

```
71
Properties=species:S:1:pos:R:3:forces:R:3
C -3.0306 0.9978 -3.8705 -0.063 0.000 0.061
C -2.8298 -0.3693 -3.2033 -0.024 0.079 -0.146
P -1.2012 -1.2541 -3.1379 0.098 -0.645 0.062
C -0.2425 -1.0048 -4.6195 0.301 0.717 0.499
P 0.2380 0.4780 -5.3442 -0.149 0.069 -0.067
O 1.5364 0.4543 -6.0622 0.091 0.021 0.008
O 0.1857 1.8044 -4.3586 -0.068 -0.088 -0.049
O -1.0072 0.9882 -6.2648 0.188 0.085 -0.026
C -0.3600 -0.4446 -1.6659 -0.154 0.359 0.041
C -0.6086 1.0333 -1.3026 0.105 -0.029 0.039
H -3.1539 0.8967 -4.9476 0.083 0.012 0.035
H -2.1972 1.6766 -3.7076 -0.030 -0.010 -0.088
H -3.9365 1.4772 -3.4836 -0.010 -0.023 0.002
H -3.5046 -1.0890 -3.6753 -0.074 0.021 0.082
H -3.1320 -0.3108 -2.1520 -0.005 -0.079 0.003
H 0.6996 -1.5312 -4.4352 -0.187 -0.400 -0.369
H 0.9667 1.7593 -3.8003 0.083 0.043 0.052
H -1.4255 0.1806 -6.5743 -0.127 -0.150 -0.062
H 0.7068 -0.6196 -1.8335 -0.023 -0.070 -0.036
H -0.6441 -1.0690 -0.8133 0.082 -0.022 0.021
H -1.2906 1.1218 -0.4542 -0.088 -0.001 -0.074
H -1.0227 1.5936 -2.1363 0.064 0.040 0.050
H 0.3126 1.5359 -0.9925 -0.004 -0.002 0.010
C 0.5713 5.1332 5.0191 -0.003 -0.014 -0.015
C 1.1464 6.3788 5.2500 0.011 0.013 -0.008
C 1.8435 7.0207 4.2412 -0.020 -0.003 0.019
C 1.9743 6.4176 2.9950 0.009 0.023 -0.005
C 1.4058 5.1646 2.7679 0.009 -0.037 -0.006
C 0.7006 4.5265 3.7818 -0.005 0.010 0.026
C 1.5515 4.4780 1.4499 0.053 0.059 -0.125
O 1.0597 3.3923 1.2437 -0.038 -0.048 0.133
C 2.3323 5.1804 0.3907 -0.035 -0.022 0.004
C 2.4985 4.5527 -0.8387 0.003 0.018 -0.023
C 3.2062 5.1861 -1.8461 -0.007 -0.019 0.002
C 3.7481 6.4488 -1.6296 0.000 0.016 0.015
C 3.5855 7.0780 -0.4072 0.002 -0.006 -0.021
C 2.8779 6.4460 0.6096 0.024 0.021 0.020
C 2.7206 7.1377 1.9195 -0.024 -0.040 -0.025
O 3.1781 8.2450 2.1114 0.017 0.005 0.013
H 0.0226 4.6356 5.8083 0.003 0.002 0.001
H 1.0482 6.8481 6.2204 -0.006 0.000 -0.002
H 2.2947 7.9914 4.3960 -0.003 -0.001 -0.008
H 0.2652 3.5577 3.5770 0.008 0.000 -0.005
H 2.0602 3.5748 -0.9867 -0.010 0.007 0.000
H 3.3319 4.6974 -2.8033 -0.009 0.006 -0.003
H 4.2965 6.9428 -2.4212 0.000 -0.005 0.000
H 3.9968 8.0606 -0.2194 0.001 -0.005 0.006
C 2.0652 -6.3430 -0.3657 0.001 -0.012 0.010
C 1.4317 -5.2879 -1.0118 -0.016 0.032 -0.022
C 0.1904 -4.8466 -0.5824 0.014 0.043 -0.061
C -0.4256 -5.4693 0.4979 0.013 -0.006 0.000
C 0.2042 -6.5402 1.1396 0.010 -0.019 0.007
C 1.4537 -6.9695 0.7066 0.010 0.005 -0.017
C -0.4387 -7.2513 2.2783 -0.028 0.032 -0.009
O 0.1101 -8.1742 2.8452 0.006 -0.009 -0.001
C -1.7956 -6.7928 2.7006 0.022 -0.017 0.010
C -2.4425 -7.4637 3.7334 -0.020 0.007 0.016
C -3.6965 -7.0502 4.1471 0.017 -0.009 -0.002
C -4.3093 -5.9610 3.5350 0.004 0.013 -0.012
C -3.6702 -5.2911 2.5065 -0.019 -0.011 0.014
C -2.4132 -5.7075 2.0827 -0.005 0.023 -0.029
C -1.7539 -4.9726 0.9569 0.036 -0.059 0.024
O -2.2865 -4.0158 0.4459 -0.043 0.042 0.013
H 3.0370 -6.6789 -0.7041 -0.003 0.001 -0.002
H 1.9025 -4.8032 -1.8572 0.000 0.003 0.005
H -0.3048 -4.0263 -1.0888 -0.072 0.030 0.025
H 1.9247 -7.7958 1.2213 -0.009 -0.002 0.000
H -1.9437 -8.3047 4.1957 0.006 0.006 -0.002
H -4.2006 -7.5748 4.9486 0.000 0.005 0.001
H -5.2889 -5.6368 3.8624 0.001 -0.004 0.000
H -4.1249 -4.4430 2.0125 0.005 -0.004 -0.005
```
Forces are in eV/Å.

Atomic partial charges in e from the Löwdin method, atoms 1 to 5: atom 1 (C): -0.17, atom 2 (C): -0.45, atom 3 (P): 0.80, atom 4 (C): -0.54, atom 5 (P): 0.29